# 1
Here is 6 unconnected molecules or ions with the total composition C28H74N6O8 from the Open Molecules 2025 dataset. Energies are from ωB97M-V/def2-TZVPD.

Structure (ORCA input):
```
! RIJCOSX wB97M-V def2-TZVPD def2/J DEFGRID3
* xyz 0 1
C 3.07 0.42 -1.68
O 4.35 0.73 -2.19
C 5.24 1.05 -1.17
C 4.78 2.25 -0.24
C 4.65 3.57 -1.02
N 5.72 2.41 0.86
H 2.50 1.28 -1.36
H 3.12 -0.27 -0.84
H 2.43 -0.06 -2.43
H 5.35 0.10 -0.64
H 6.20 1.26 -1.62
H 3.78 1.97 0.10
H 4.75 4.43 -0.35
H 3.65 3.77 -1.40
H 5.40 3.45 -1.81
H 5.15 2.91 1.52
H 6.50 3.00 0.63
C 1.95 4.47 -3.96
O 1.67 5.10 -2.71
C 1.11 6.42 -2.81
C 1.99 7.56 -3.48
C 3.28 7.77 -2.69
N 1.35 8.81 -3.35
H 1.82 5.16 -4.79
H 1.42 3.57 -4.26
H 2.98 4.11 -4.00
H 0.20 6.41 -3.41
H 0.87 6.69 -1.78
H 2.11 7.34 -4.54
H 3.17 7.97 -1.62
H 3.77 8.64 -3.13
H 4.02 6.97 -2.65
H 2.12 9.45 -3.50
H 1.02 9.08 -2.43
C 2.12 -3.45 4.77
O 0.73 -3.55 4.85
C 0.11 -2.36 5.38
C -1.39 -2.23 5.10
C -1.57 -2.37 3.59
N -1.80 -0.88 5.68
H 2.63 -3.37 5.73
H 2.37 -2.71 4.02
H 2.33 -4.38 4.25
H 0.24 -2.31 6.46
H 0.61 -1.45 5.06
H -2.02 -3.03 5.48
H -1.18 -1.61 2.91
H -2.59 -2.54 3.26
H -1.05 -3.28 3.27
H -1.58 -0.72 6.66
H -1.20 -0.18 5.25
C 1.51 -7.60 -3.98
O 1.44 -6.20 -4.07
C 2.43 -5.41 -3.37
C 2.21 -3.97 -3.78
C 2.77 -3.67 -5.22
N 2.77 -3.12 -2.80
H 1.36 -7.92 -2.95
H 2.51 -7.82 -4.36
H 0.82 -8.10 -4.66
H 2.27 -5.53 -2.30
H 3.42 -5.80 -3.61
H 1.16 -3.72 -3.90
H 2.41 -4.49 -5.84
H 3.85 -3.67 -5.32
H 2.45 -2.71 -5.63
H 2.49 -3.43 -1.89
H 2.64 -2.13 -2.88
C -0.32 2.05 -1.73
O -1.52 1.96 -0.92
C -2.50 1.17 -1.48
C -2.27 -0.35 -1.46
N -1.44 -0.68 -0.36
C -0.81 -2.07 -0.33
C 0.56 -2.01 0.42
O 1.25 -3.25 0.09
C 1.32 -4.25 1.15
H 0.40 2.79 -1.38
H -0.51 2.27 -2.78
H 0.05 1.03 -1.70
H -2.82 1.64 -2.40
H -3.34 1.33 -0.80
H -1.67 -0.57 -2.34
H -3.16 -0.97 -1.54
H -0.71 0.02 -0.43
H -0.63 -2.63 -1.25
H -1.40 -2.77 0.25
H 0.40 -1.92 1.49
H 1.22 -1.27 -0.04
H 2.07 -5.01 0.93
H 0.30 -4.63 1.15
H 1.59 -3.69 2.05
C -3.43 1.35 3.54
O -4.75 1.79 3.77
C -5.48 2.20 2.63
C -5.97 1.10 1.70
N -6.87 0.36 2.64
C -7.42 -0.92 2.17
C -6.32 -2.03 1.98
O -5.75 -2.58 3.18
C -5.05 -1.71 4.13
H -2.95 1.19 4.50
H -2.88 2.14 3.04
H -3.33 0.49 2.88
H -4.81 2.79 2.02
H -6.28 2.86 2.95
H -5.17 0.45 1.37
H -6.65 1.46 0.92
H -6.42 0.14 3.51
H -8.16 -0.91 1.37
H -7.97 -1.22 3.06
H -5.63 -1.75 1.19
H -6.86 -2.81 1.45
H -4.23 -1.25 3.59
H -4.68 -2.40 4.89
H -5.76 -1.01 4.57
*
```

Calculated values
Kohn-Sham gap ... 0.32241 Ha
M ... 622.9 Da
SMILES string ... COC[C@H](C)N.COC[C@H](C)N.COC[C@H](C)N.COC[C@H](C)N.COCCNCCOC.COCCNCCOC
ΔE to the lowest compared entry with this formula, charge and spin ... 72.2 kcal/mol
LUMO energy ... 0.4884 eV

# 2
Here is a molecular structure, C3H14NO2S from the Open Molecules 2025 dataset. Energies are from ωB97M-V/def2-TZVPD.

Structure (ORCA input):
```
! RIJCOSX wB97M-V def2-TZVPD def2/J DEFGRID3
* xyz 1 1
C -0.72 1.08 -2.13
C 0.06 0.57 -0.89
C -0.81 -0.55 -0.03
S 0.11 -0.95 1.43
N 0.56 1.70 -0.09
H -1.60 1.62 -1.89
H 0.03 1.81 -2.51
H -1.11 0.26 -2.82
H 0.94 0.05 -1.38
H -1.23 -1.34 -0.70
H -1.65 0.08 0.26
H 1.95 -2.14 0.80
H 1.51 -2.05 1.41
H 0.92 1.17 0.75
H -0.03 2.35 0.29
H -2.29 0.98 3.43
H -1.29 0.23 2.56
O -2.02 0.88 2.54
H 2.76 -2.49 -0.43
H 1.66 -1.55 0.08
O 2.24 -1.71 -0.68
*
```

Calculated values
Kohn-Sham gap ... 0.19731 Ha
M ... 128.2 Da
ΔE to the lowest compared entry with this formula, charge and spin ... 207.7 kcal/mol
LUMO energy ... -8.7800 eV

# 3
Here is a molecular structure, C40H34BrCsF6N3O2P2 from the Open Molecules 2025 dataset. Energies are from ωB97M-V/def2-TZVPD.

Structure (ORCA input):
```
! RIJCOSX wB97M-V def2-TZVPD def2/J DEFGRID3
* xyz 0 2
Cs -1.50 0.11 0.18
Br -5.10 2.36 6.28
C -3.85 2.33 4.90
C -2.50 2.08 5.20
C -1.59 2.04 4.19
C -1.99 2.25 2.82
O -1.18 2.07 1.89
C -3.38 2.58 2.55
C -3.90 2.79 1.17
N -3.42 3.50 0.23
C -2.26 4.27 0.35
C -2.13 5.24 1.31
C -1.05 6.15 1.28
C -0.15 6.12 0.26
C -0.27 5.15 -0.77
C 0.58 5.13 -1.90
C 0.40 4.17 -2.85
C -0.60 3.20 -2.64
N -1.42 3.19 -1.62
C -1.30 4.19 -0.71
C -4.28 2.56 3.59
H -2.21 1.91 6.23
H -0.54 1.82 4.36
H -4.84 2.29 0.97
H -2.89 5.34 2.08
H -0.97 6.89 2.06
H 0.65 6.84 0.20
H 1.36 5.88 -1.98
H 1.02 4.12 -3.73
H -0.72 2.40 -3.37
H -5.33 2.73 3.41
C 2.15 2.13 -0.72
C 2.41 1.52 0.65
C 2.84 2.58 1.66
C 3.38 0.33 0.60
C 4.68 0.58 -0.17
O 4.48 -0.11 -1.41
C 3.39 -0.90 -1.23
N 2.75 -0.78 -0.13
C 3.08 -1.82 -2.34
C 3.99 -1.90 -3.39
C 3.75 -2.73 -4.47
C 2.60 -3.50 -4.50
C 1.69 -3.42 -3.45
C 1.91 -2.59 -2.35
P 0.66 -2.47 -1.02
C -0.68 -3.57 -1.59
C -0.96 -4.82 -1.04
C -2.12 -5.49 -1.39
C -3.01 -4.93 -2.28
C -2.74 -3.69 -2.85
C -1.58 -3.02 -2.50
C 1.42 -3.42 0.32
C 1.07 -3.10 1.63
C 1.61 -3.79 2.70
C 2.52 -4.81 2.48
C 2.89 -5.14 1.18
C 2.34 -4.45 0.11
H 1.34 2.85 -0.64
H 1.86 1.37 -1.45
H 3.02 2.67 -1.12
H 1.45 1.12 0.97
H 3.79 3.03 1.38
H 2.95 2.16 2.66
H 2.10 3.38 1.70
H 3.59 0.01 1.63
H 5.55 0.14 0.32
H 4.88 1.62 -0.39
H 4.89 -1.30 -3.35
H 4.47 -2.79 -5.28
H 2.40 -4.16 -5.33
H 0.80 -4.03 -3.49
H -0.29 -5.26 -0.32
H -2.34 -6.45 -0.93
H -3.93 -5.44 -2.53
H -3.43 -3.23 -3.54
H -1.39 -2.04 -2.92
H 0.37 -2.29 1.81
H 1.32 -3.53 3.71
H 2.95 -5.35 3.31
H 3.61 -5.93 1.00
H 2.63 -4.71 -0.90
F -3.61 -0.92 -0.76
P -4.58 -1.50 0.45
F -3.62 -2.79 0.54
F -3.56 -0.73 1.54
F -5.47 -2.00 1.67
F -5.42 -0.12 0.37
F -5.52 -2.19 -0.62
*
```

Calculated values
Kohn-Sham gap (spin up / spin down) ... 0.28296 / 0.19160 Ha
M ... 977.5 Da
ΔE to the lowest compared entry with this formula, charge and spin ... 26.8 kcal/mol
LUMO energy (spin up / spin down) ... -0.3465 / -2.8328 eV